(1)
C36H25AsCl2N4O3Ti as an isolated structure in a non-equilibrium geometry, computed with ωB97M-V with the def2-TZVPD basis set.

Lowest unoccupied orbital energy (spin up / spin down), eV: -2.988 / -3.058
Frontier orbital gap (spin up / spin down), eV: 7.3 / 7.3
E_HOMO (spin up / spin down), eV: -10.296 / -10.405
Calculated total energy, eV: -158836.10647
Relative energy (zero: lowest compared OMol25 entry of this formula, charge and spin), kJ/mol: 74.8
Net charge: +1
Spin multiplicity: 2

XYZ file:
```
72
Properties=species:S:1:pos:R:3:mulliken_spin:R:1
Ti -0.86535 0.37096 -0.73041 0.9173
Cl -7.29676 -0.84016 -1.36612 0.0002
C -5.78934 -0.04037 -1.12613 0.0027
C -4.61615 -0.77117 -1.22450 0.0029
C -3.37066 -0.18612 -1.03986 -0.0041
N -2.22112 -1.06317 -0.99078 -0.0184
C -1.79753 -1.69864 -2.15669 0.0095
O -1.38571 -2.83311 -2.22007 -0.0004
C -1.57976 -0.74167 -3.31546 0.0129
C -1.90284 -0.95029 -4.63911 -0.0036
C -1.59183 0.05741 -5.54226 0.0079
C -0.95835 1.20809 -5.09230 -0.0028
C -0.65204 1.32449 -3.74757 0.0235
N -0.95168 0.35766 -2.87835 -0.0116
C -3.30640 1.21203 -0.77995 -0.0361
C -4.49452 1.91894 -0.64903 0.0043
C -5.72826 1.31022 -0.81001 0.0035
Cl -7.15711 2.25904 -0.64343 0.0004
N -2.07420 1.95505 -0.76455 0.0089
C -1.61066 2.52975 0.40939 -0.0033
O -0.96638 3.55413 0.47582 0.0184
C -1.75180 1.62519 1.62548 0.0186
C -2.21531 2.01846 2.86588 0.0067
C -2.42417 1.03181 3.81674 -0.0001
C -2.17651 -0.29831 3.49415 0.0091
C -1.68293 -0.60108 2.23944 0.0330
N -1.43340 0.35349 1.33651 -0.0257
H -4.66942 -1.83609 -1.40697 -0.0006
H -2.39229 -1.86431 -4.94130 0.0000
H -1.84845 -0.04913 -6.58713 0.0006
H -0.71382 2.01372 -5.76852 0.0001
H -0.16721 2.20456 -3.34302 0.0008
H -4.44871 2.98442 -0.46702 0.0003
H -2.43161 3.05964 3.05551 0.0003
H -2.81089 1.28998 4.79314 -0.0003
H -2.37684 -1.09197 4.19856 0.0002
H -1.48893 -1.61672 1.92173 0.0051
O 1.01074 0.75514 -0.70485 -0.0062
As 2.00688 -0.10876 0.39034 0.0090
C 1.85803 0.67103 2.11864 0.0070
C 2.21202 -0.04536 3.25920 0.0028
C 2.19702 0.59375 4.48920 -0.0003
C 1.84965 1.93614 4.57004 0.0001
C 1.51946 2.64734 3.42669 0.0006
C 1.52317 2.01926 2.18926 -0.0009
C 3.79564 0.13527 -0.20840 0.0004
C 4.67104 -0.93967 -0.29868 -0.0002
C 5.98089 -0.71401 -0.69855 0.0001
C 6.40026 0.57147 -1.00457 0.0000
C 5.51881 1.64196 -0.91256 -0.0001
C 4.21122 1.42893 -0.51093 -0.0002
C 1.54324 -1.94536 0.26153 0.0250
C 1.68860 -2.52852 -0.99751 -0.0022
C 1.40912 -3.87582 -1.15751 0.0018
C 0.99231 -4.63014 -0.07178 0.0011
C 0.85230 -4.04879 1.18078 -0.0018
C 1.13214 -2.70222 1.35517 -0.0114
H 2.51523 -1.08486 3.19992 -0.0002
H 2.46644 0.04678 5.38200 0.0000
H 1.84643 2.43142 5.53174 0.0000
H 1.25454 3.69422 3.48872 0.0000
H 1.24822 2.57941 1.30343 -0.0013
H 4.34354 -1.94717 -0.06563 0.0007
H 6.67029 -1.54337 -0.77283 0.0000
H 7.42075 0.74255 -1.31874 0.0000
H 5.85111 2.64178 -1.15411 0.0000
H 3.52173 2.26372 -0.44394 -0.0003
H 2.01393 -1.93683 -1.84812 -0.0044
H 1.49903 -4.33026 -2.13328 -0.0001
H 0.76816 -5.67956 -0.20352 0.0001
H 0.52781 -4.64535 2.02247 -0.0001
H 1.02919 -2.25089 2.33455 0.0010
```

(2)
C36H25F12NO2W as an isolated structure, computed with ωB97M-V with the def2-TZVPD basis set.

Lowest unoccupied orbital energy, eV: -2.466
Frontier orbital gap, eV: 5.0
E_HOMO, eV: -7.490
Calculated total energy, eV: -77757.85796
Relative energy (zero: lowest compared OMol25 entry of this formula, charge and spin), kJ/mol: 0.0

XYZ file:
```
77
Properties=species:S:1:pos:R:3:lowdin_charge:R:1
W 1.04701 -0.26469 1.07260 1.8571
C -4.06473 4.62427 -0.09720 -0.0492
C -2.83381 3.84400 0.27595 -0.2626
C -2.24055 3.98285 1.52555 -0.0289
C -1.11435 3.25995 1.85993 -0.0106
C -0.51998 2.36991 0.95977 -0.2017
N 0.66260 1.69024 1.34282 -0.0938
C 1.56853 2.39753 2.17719 -0.2086
C 1.81152 3.75442 1.92603 -0.0092
C 2.67574 4.48311 2.70735 -0.0254
C 3.34977 3.88881 3.77579 -0.2585
C 4.28840 4.68895 4.63590 -0.0481
C 3.14692 2.54066 3.99641 0.0263
C 2.27553 1.77592 3.21499 -0.0678
C 2.25230 0.26722 3.34416 -0.3294
O 0.97683 -0.28918 2.99714 -0.2271
C 2.61684 -0.27308 4.73498 -0.5595
F 3.94132 -0.18784 4.95254 0.1559
F 2.26753 -1.55334 4.86818 0.1679
F 1.99815 0.40534 5.71570 0.1604
C 3.00557 -0.32904 2.14756 -0.4599
F 2.32223 0.09281 -0.32483 -0.3876
F 4.05727 0.39718 1.71512 0.0801
F 3.50622 -1.57123 2.45267 0.0353
C -1.15141 2.17044 -0.27517 -0.0593
C -2.27618 2.92522 -0.59844 0.0240
C -0.61402 1.08733 -1.20403 -0.2904
O -0.19124 0.00906 -0.45822 -0.2829
C 0.50390 1.67788 -2.11286 -0.5504
F -0.01729 2.56695 -2.98113 0.1556
F 1.11913 0.73181 -2.83053 0.1598
F 1.42113 2.33068 -1.40094 0.1671
C -1.72586 0.45304 -2.09600 -0.5440
F -1.24377 -0.62613 -2.73986 0.1447
F -2.73923 0.03431 -1.33051 0.1721
F -2.23935 1.25608 -3.03898 0.1496
H -3.98198 5.66499 0.21786 0.0778
H -4.95352 4.20638 0.38048 0.0827
H -4.22832 4.60824 -1.17424 0.0758
H -2.66589 4.66612 2.25186 0.1168
H -0.66728 3.38740 2.83637 0.1232
H 1.30120 4.22562 1.09663 0.1252
H 2.84133 5.53050 2.48201 0.1175
H 3.75404 5.47498 5.17296 0.0813
H 5.05815 5.17120 4.03108 0.0812
H 4.78348 4.05688 5.37188 0.0754
H 3.70239 2.06698 4.79290 0.1154
H -2.74292 2.79583 -1.56425 0.1178
C -0.51848 -1.73178 1.35954 -0.1854
H -1.27432 -1.02070 1.72334 0.0470
H -0.28915 -2.45909 2.13305 0.0352
H -0.89089 -2.19507 0.45195 0.0338
C 1.72254 -2.22823 0.48413 0.0070
C 1.98677 -3.21214 -0.21371 -0.0262
C 2.34253 -4.17228 -1.10715 -0.0593
C 2.92215 -5.42034 -0.61455 -0.1710
C 2.66847 -6.63953 -1.25152 -0.0243
C 3.18942 -7.81150 -0.73316 -0.0617
C 3.97942 -7.77444 0.40857 -0.0606
C 4.23156 -6.56813 1.04987 -0.0542
C 3.69243 -5.39629 0.55335 0.0050
C 2.13019 -3.89110 -2.52131 -0.1532
C 1.22399 -2.88688 -2.89610 0.0178
C 1.05742 -2.56392 -4.22773 -0.0436
C 1.80243 -3.22332 -5.19790 -0.0489
C 2.72133 -4.20192 -4.83849 -0.0603
C 2.88708 -4.53836 -3.50836 -0.0166
H 2.03148 -6.66908 -2.12498 0.1210
H 2.97514 -8.75543 -1.21570 0.1092
H 4.39351 -8.69178 0.80617 0.1093
H 4.84281 -6.54315 1.94161 0.1119
H 3.87378 -4.45096 1.04984 0.1225
H 0.65644 -2.36167 -2.13811 0.1095
H 0.35608 -1.78883 -4.50416 0.1075
H 1.67761 -2.96260 -6.24095 0.1111
H 3.31942 -4.69024 -5.59581 0.1090
H 3.63450 -5.26638 -3.22642 0.1172
```